103
Properties=species:S:1:pos:R:3:forces:R:3 method="wB97M-V/def2-TZVPD" e_tot_ev=-189896.8621 mol_weight_g_mol=1193.5 lumo_energy_ev="0.2 / 0.1" homo_ev="-4.9 / -6.7" gap_ev="5.1 / 6.8"
H -2.837 -4.272 -3.712 0.0 0.0 0.0
C -5.045 -4.295 2.483 0.0 0.0 0.0
H -5.752 -4.935 1.972 0.0 0.0 0.0
C 3.519 -1.084 -2.814 0.0 0.0 0.0
O 0.040 -0.726 2.244 -0.2 0.1 -0.9
C 0.953 4.149 5.423 -0.1 0.1 0.0
C 1.639 4.888 -0.257 0.2 0.0 0.4
Y 0.023 -0.025 -0.018 0.5 0.4 -0.7
O 1.644 -0.384 -1.563 -0.2 0.3 0.8
C 5.073 -2.670 -1.848 0.0 0.0 0.0
N 0.624 2.759 -0.664 -0.3 -0.3 -0.5
H -3.372 2.700 3.637 0.0 0.0 0.0
Cl 4.760 -3.695 0.640 0.0 0.0 0.0
C -2.783 4.676 5.829 0.0 0.0 0.0
H -5.385 2.021 -0.081 0.0 0.0 0.0
C 1.440 7.522 6.132 0.0 -0.1 0.0
Cl 5.613 -1.804 -4.349 0.0 0.0 0.0
H -3.556 4.444 6.548 0.0 0.0 0.0
Cl 3.000 -0.073 -4.109 0.0 0.0 0.0
C -2.233 -2.249 -3.489 0.0 0.0 0.0
C 2.408 6.569 6.002 0.0 0.0 0.0
C -4.936 -4.334 3.866 0.0 0.0 0.0
C 2.489 5.313 6.824 -0.1 0.1 0.0
C -1.923 0.512 -4.361 0.0 -0.2 0.1
H -0.797 -3.193 -0.117 0.0 0.0 0.0
H -2.432 -0.182 -5.010 0.0 0.0 0.0
H -2.637 -1.967 -4.448 0.0 0.0 0.0
H -4.939 3.448 1.887 0.0 0.0 0.0
H 2.606 5.533 7.885 0.0 0.0 0.0
Cl 6.505 -3.622 -1.968 0.0 0.0 0.0
N 0.349 1.760 1.875 1.4 -0.9 0.3
C 3.154 -1.929 -0.608 0.0 -0.1 0.1
C 3.305 6.900 4.944 0.0 0.0 0.0
H -2.111 2.127 -5.724 0.0 0.0 0.0
H 1.466 3.053 1.014 1.0 1.6 0.6
C -3.560 2.066 2.776 0.0 0.0 0.0
H 3.506 8.543 3.501 0.0 0.0 0.0
N 1.094 2.221 3.906 -0.2 0.0 0.4
H -2.388 6.188 2.816 0.0 0.0 0.0
Cl -4.754 5.772 4.338 0.0 0.0 0.0
H 2.276 1.051 1.100 0.3 0.0 0.1
H -5.560 -5.006 4.440 0.0 0.0 0.0
C -3.104 5.342 4.655 0.0 0.0 0.0
H 3.359 4.732 6.497 0.0 0.0 0.0
C 4.668 -1.853 -2.908 0.0 0.0 0.0
H 1.396 6.335 -1.826 0.0 0.0 0.0
C -1.745 1.794 -4.761 -0.1 0.1 -0.2
C -3.209 -2.651 3.793 -0.1 0.0 0.0
C -1.216 -2.936 -1.086 0.3 -0.2 0.2
C -1.810 -3.915 -1.828 0.0 0.0 0.0
C 1.310 3.609 0.123 -0.7 -0.8 -1.2
H 4.146 6.279 4.667 0.0 0.0 0.0
C 2.145 1.744 3.211 1.8 -0.7 -0.5
H 1.922 2.242 5.823 0.1 0.1 -0.1
C -1.435 0.075 -3.100 0.1 0.3 -0.1
N -0.792 0.969 -2.269 -0.2 -0.1 0.8
C -0.820 5.300 3.983 0.0 0.0 0.0
C -0.603 2.237 -2.700 -0.1 -0.1 -0.4
C 1.180 5.331 -1.483 -0.1 0.1 -0.2
S -2.381 -1.523 1.351 -1.4 -0.2 -0.5
C 4.301 -2.702 -0.692 0.0 0.0 0.0
C -3.186 0.039 1.551 -0.1 0.0 0.1
H 2.224 5.525 0.393 0.0 0.0 0.0
C -4.243 -3.430 1.754 0.1 0.0 0.0
H -1.199 3.812 6.971 0.0 0.0 0.0
C 0.429 4.486 -2.269 0.0 0.0 0.0
H -4.263 -0.188 -0.291 0.0 0.0 0.0
C 0.169 3.177 -1.843 0.1 0.3 -0.1
C 1.048 2.624 5.299 -0.1 0.1 0.0
H -4.308 -3.388 0.674 0.0 0.0 0.0
O -0.925 -1.626 2.693 0.9 -0.1 0.7
C -4.445 2.489 1.790 0.0 0.0 0.0
H -0.894 3.695 -4.254 0.0 0.0 0.0
C 0.058 2.206 3.063 -1.5 0.0 -0.5
C -0.459 4.613 5.135 0.0 0.1 -0.1
C -4.696 1.690 0.685 0.0 -0.1 -0.1
Cl 0.369 5.715 2.786 0.0 0.0 0.0
O 1.301 4.534 6.742 0.0 -0.2 0.0
C -2.347 -3.542 -3.081 0.0 0.0 0.0
H -2.204 0.485 3.388 0.0 0.0 0.0
H -2.484 -2.021 4.286 0.0 0.0 0.0
H 0.063 4.848 -3.214 0.0 0.0 0.0
C -2.917 0.845 2.655 0.0 -0.2 0.0
Cl 0.157 7.530 7.268 0.0 0.0 0.0
C 2.995 8.069 4.323 0.0 0.0 0.0
Cl 2.152 -1.916 0.808 0.1 0.0 -0.1
C -4.021 -3.515 4.513 0.0 0.0 0.1
C -1.057 2.686 -3.922 0.0 -0.1 0.2
H 0.169 2.168 5.756 0.1 -0.1 0.1
N -1.088 -1.646 -1.455 0.1 0.3 0.3
C -1.584 -1.273 -2.680 -0.1 -0.2 -0.1
H -1.858 -4.928 -1.458 0.0 0.0 0.0
C -3.331 -2.610 2.410 -0.1 0.0 -0.1
C 2.718 -1.094 -1.650 0.0 0.0 -0.1
S 1.601 8.793 4.998 0.0 0.0 0.0
H -0.932 2.496 3.382 0.1 0.0 -0.1
H 3.113 1.634 3.673 0.0 0.0 0.0
C -1.466 4.320 6.053 0.0 0.0 0.0
C 1.738 1.443 1.949 -1.7 0.2 1.1
C -2.134 5.666 3.727 0.0 0.0 0.0
C -4.075 0.452 0.562 0.1 0.3 0.0
H -3.933 -3.552 5.592 0.0 0.0 0.0
H 1.624 4.600 4.691 0.1 0.0 0.1